{
  "formula": "C39H78O39",
  "method": "ωB97M-V with the def2-TZVPD basis set",
  "e_tot_ev": -121522.94053,
  "relative_energy_kcal_mol": 874.7,
  "e_homo_ev": -8.7466,
  "lumo_energy_ev": 0.5,
  "largest_force_ev_per_a": 14.92,
  "species": ["C", "O", "C", "O", "O", "C", "H", "H", "H", "H", "H", "H", "C", "O", "C", "O", "O", "C", "H", "H", "H", "H", "H", "H", "C", "O", "C", "O", "O", "C", "H", "H", "H", "H", "H", "H", "C", "O", "C", "O", "O", "C", "H", "H", "H", "H", "H", "H", "C", "O", "C", "O", "O", "C", "H", "H", "H", "H", "H", "H", "C", "O", "C", "O", "O", "C", "H", "H", "H", "H", "H", "H", "C", "O", "C", "O", "O", "C", "H", "H", "H", "H", "H", "H", "C", "O", "C", "O", "O", "C", "H", "H", "H", "H", "H", "H", "C", "O", "C", "O", "O", "C", "H", "H", "H", "H", "H", "H", "C", "O", "C", "O", "O", "C", "H", "H", "H", "H", "H", "H", "C", "O", "C", "O", "O", "C", "H", "H", "H", "H", "H", "H", "C", "O", "C", "O", "O", "C", "H", "H", "H", "H", "H", "H", "C", "O", "C", "O", "O", "C", "H", "H", "H", "H", "H", "H"],
  "xyz": [[-14.522011, -20.133882, 0.475726], [-13.300740, -19.846119, 1.152990], [-12.172369, -19.486596, 0.553531], [-11.984124, -19.452017, -0.700798], [-11.213887, -19.419819, 1.552628], [-9.837575, -19.181216, 1.197643], [-14.521512, -19.710605, -0.528733], [-15.369129, -19.768604, 1.056277], [-14.629634, -21.211670, 0.353719], [-9.120183, -19.080217, 2.012049], [-9.773440, -18.191687, 0.745085], [-9.421759, -19.895909, 0.487418], [-7.852054, -24.760183, 10.006590], [-8.715083, -24.145584, 9.004143], [-8.160297, -23.928895, 7.712536], [-6.988064, -24.099888, 7.435599], [-9.118645, -23.574156, 6.846552], [-8.818788, -23.186729, 5.540584], [-7.356824, -25.692735, 9.736040], [-8.402281, -25.008035, 10.914287], [-7.106915, -24.025124, 10.310819], [-8.420447, -24.034650, 4.983392], [-8.105590, -22.362806, 5.515908], [-9.740138, -22.936171, 5.014828], [-9.992742, -20.042838, -2.251104], [-10.161848, -21.456083, -2.176294], [-9.867518, -21.982740, -0.985456], [-10.053695, -21.561617, 0.108276], [-9.320779, -23.167393, -1.247184], [-8.763040, -23.828643, -0.090128], [-9.812528, -19.713034, -3.274265], [-9.203530, -19.602411, -1.641770], [-10.873352, -19.517603, -1.881294], [-7.926571, -23.338259, 0.407796], [-8.540285, -24.853012, -0.388698], [-9.525191, -24.028232, 0.663127], [-7.994098, -23.400375, 2.226668], [-6.968608, -23.370822, 3.211906], [-6.907991, -22.387164, 4.078480], [-7.718059, -21.490819, 4.243039], [-5.906892, -22.614121, 4.837082], [-5.418487, -21.735400, 5.806141], [-8.901945, -22.857278, 2.489262], [-8.303462, -24.396111, 1.908984], [-7.525486, -22.840904, 1.417036], [-4.742747, -20.963095, 5.438648], [-4.823091, -22.310899, 6.514928], [-6.293335, -21.396678, 6.361113], [-7.796912, -14.613359, 2.256374], [-7.716655, -15.961421, 1.796583], [-8.349912, -17.049194, 2.331821], [-8.125545, -18.185594, 1.941767], [-9.358352, -16.618391, 3.245666], [-10.082142, -17.687625, 3.809158], [-7.378413, -13.969281, 1.482998], [-7.303338, -14.556008, 3.226522], [-8.846470, -14.337585, 2.358763], [-9.464377, -18.570048, 3.975802], [-10.909063, -18.058879, 3.203777], [-10.462542, -17.340168, 4.769727], [-13.595916, -21.877725, 4.030204], [-12.759988, -22.862819, 3.551198], [-13.268394, -23.945466, 3.017356], [-14.462012, -24.215959, 2.772564], [-12.231041, -24.672976, 2.555345], [-12.461725, -25.943135, 2.009938], [-13.000303, -21.065772, 4.447420], [-14.214510, -22.379545, 4.774252], [-14.302903, -21.360809, 3.381304], [-11.625926, -26.613403, 2.210660], [-12.598628, -25.802090, 0.937815], [-13.367621, -26.398398, 2.410176], [-11.370318, -23.822678, -3.397477], [-11.287824, -24.785865, -2.338419], [-11.662740, -24.599955, -1.110783], [-11.709068, -25.492708, -0.308933], [-12.037137, -23.343372, -0.894775], [-12.696866, -22.976985, 0.298717], [-12.357119, -23.368992, -3.305301], [-11.292585, -24.297287, -4.375630], [-10.548557, -23.119554, -3.261712], [-13.661410, -23.483630, 0.331421], [-13.068586, -21.959735, 0.421667], [-12.143701, -23.025578, 1.236668], [-8.200343, -15.118981, 5.772214], [-8.315853, -16.423067, 5.163306], [-7.398461, -17.398789, 5.390203], [-6.397722, -17.348540, 6.095617], [-7.677984, -18.369795, 4.541005], [-6.893180, -19.601442, 4.511589], [-8.307200, -14.432406, 4.932392], [-7.251677, -14.912443, 6.267680], [-9.016965, -15.008733, 6.485694], [-7.063079, -20.024869, 3.521669], [-7.176708, -20.233029, 5.353502], [-5.839856, -19.396901, 4.703367], [-12.059290, -18.950547, 4.370923], [-12.969490, -18.593353, 5.378413], [-13.160744, -17.315506, 5.776876], [-12.660944, -16.331166, 5.288282], [-14.056740, -17.405467, 6.760032], [-14.498293, -16.341424, 7.544757], [-11.892692, -20.027070, 4.332721], [-11.154658, -18.433923, 4.691583], [-12.239511, -18.657266, 3.336709], [-15.177886, -16.682329, 8.325813], [-15.052305, -15.766607, 6.802622], [-13.666479, -15.799538, 7.994786], [-5.779784, -19.263478, -2.001257], [-6.499942, -18.993851, -0.849912], [-6.858117, -19.999991, -0.137939], [-6.700405, -21.211296, -0.451289], [-7.396499, -19.488773, 1.014580], [-8.022087, -20.363043, 2.027368], [-5.311389, -18.317243, -2.272083], [-6.474259, -19.566806, -2.784721], [-4.940822, -19.938007, -1.830205], [-8.127829, -19.755319, 2.926023], [-7.414830, -21.196674, 2.380061], [-8.979700, -20.698142, 1.628885], [-9.763296, -20.420945, 6.434499], [-10.121371, -21.357547, 5.405133], [-10.327431, -20.963379, 4.117999], [-10.438776, -19.792985, 3.662426], [-10.507887, -22.097969, 3.438396], [-10.632067, -22.073160, 2.049017], [-8.676841, -20.486877, 6.492499], [-10.324209, -20.577102, 7.355964], [-10.079911, -19.407592, 6.187577], [-11.214068, -22.864698, 1.576962], [-9.633606, -22.031605, 1.613749], [-11.100801, -21.152471, 1.701568], [-15.109468, -23.575932, 9.059063], [-14.207637, -23.750726, 8.066677], [-12.957890, -23.286081, 8.166613], [-12.553877, -22.657764, 9.141781], [-12.335775, -23.576621, 6.956156], [-11.047206, -23.108645, 6.742245], [-14.703622, -24.077574, 9.937548], [-16.047401, -24.043485, 8.759426], [-15.155573, -22.506903, 9.266765], [-10.993965, -22.039075, 6.539090], [-10.760052, -23.718507, 5.885683], [-10.383927, -23.362839, 7.569024], [-7.421529, -19.060601, 7.347469], [-8.102232, -19.528974, 8.488403], [-8.163775, -20.841361, 8.847338], [-7.650698, -21.771182, 8.250377], [-8.950875, -20.920915, 9.947208], [-9.116388, -22.166089, 10.632331], [-7.735039, -19.568360, 6.435332], [-6.370982, -19.313980, 7.205218], [-7.471547, -17.971827, 7.359909], [-9.054053, -21.994128, 11.706870], [-8.222639, -22.759568, 10.439723], [-10.005903, -22.740086, 10.372721]],
  "forces_ev_per_a": [[-0.082, 0.047, -0.981], [-0.053, 0.406, 0.905], [2.030, -0.997, -2.690], [-2.019, 0.703, 5.483], [-2.451, 0.947, -3.182], [-2.996, 1.868, -3.076], [0.024, 0.190, 0.101], [0.358, 0.179, 0.105], [-0.074, 0.111, 0.178], [-4.314, -0.424, -0.295], [-0.734, 0.023, -0.454], [-1.359, 1.161, -0.170], [0.401, 0.249, -0.371], [0.539, -1.308, -2.257], [1.906, -1.064, 0.403], [-1.588, -0.285, 0.500], [6.503, -1.869, 1.417], [1.974, -2.294, -0.899], [-0.098, 0.229, -0.733], [-0.704, 0.326, -0.370], [0.373, -0.310, -0.226], [0.532, -0.361, 0.297], [-1.459, -1.252, 1.660], [1.672, -1.249, 0.538], [-0.436, 1.947, -0.481], [0.635, 0.845, 0.553], [0.576, -1.537, -2.607], [0.068, 0.917, -3.581], [0.853, -0.257, 0.758], [-1.132, -1.201, -1.248], [0.117, -0.701, -0.163], [0.473, -0.730, 0.105], [0.619, -0.501, -0.764], [-0.954, -0.414, -2.918], [0.465, 0.170, -0.462], [-0.452, 0.562, -0.262], [0.887, 1.123, 1.016], [0.152, -0.871, -0.017], [-1.094, -0.108, -0.531], [-0.315, -3.991, -1.944], [2.489, -1.232, -0.112], [-0.154, -0.030, 1.670], [1.150, -0.744, 0.734], [0.978, -0.213, 0.919], [0.156, 0.045, 1.303], [-0.450, 0.081, -0.408], [-0.211, -0.329, -0.191], [0.541, 0.400, 0.266], [-1.130, -0.517, 0.368], [0.282, -1.692, -0.401], [-1.788, 1.984, 1.014], [1.391, 13.550, 6.094], [2.137, -0.598, -4.337], [1.460, 2.275, -0.695], [0.359, -0.309, 0.202], [0.183, 0.355, -0.278], [-0.023, 0.075, 0.212], [0.024, 2.217, -0.012], [1.462, 2.195, -0.734], [0.691, 1.266, -0.470], [-1.879, 0.709, 1.766], [0.431, -0.508, -0.914], [-2.426, -1.920, -2.259], [2.827, 0.976, 1.247], [0.223, 0.927, 1.986], [-1.833, -1.370, -0.160], [-0.214, -0.838, 0.243], [-0.081, 0.527, 0.447], [0.234, -0.529, -0.949], [0.184, 0.404, 0.029], [-0.338, -0.639, 1.381], [0.021, 0.112, 0.400], [-0.259, 0.551, 0.525], [0.638, -1.504, -1.354], [-0.705, 0.296, -0.174], [1.302, 0.399, -1.551], [0.010, 1.584, -0.116], [-2.582, -0.287, 0.623], [0.227, 0.446, -0.255], [0.050, -0.512, 0.416], [-0.491, -0.062, -0.312], [0.192, -0.747, 0.298], [1.062, 0.268, -1.566], [-2.423, -1.504, -2.024], [0.023, -0.258, -0.122], [1.907, -0.543, 2.642], [1.869, 1.806, -0.915], [-0.777, 1.269, -1.913], [0.964, -0.590, 0.604], [2.117, 3.375, 1.133], [-0.245, 0.090, 0.320], [0.082, -0.465, -0.063], [0.027, 0.067, -0.122], [1.544, 1.340, 1.872], [0.181, 1.152, -1.207], [0.155, 0.590, -0.273], [-1.472, 0.536, 2.175], [-2.470, 0.606, 0.994], [-0.165, -0.982, -0.746], [-0.145, -0.149, 0.541], [0.562, -1.975, 0.329], [-0.176, 1.217, -0.939], [-2.673, 1.560, 1.462], [-2.482, -1.952, 0.875], [-1.416, 0.087, 0.508], [0.203, -0.384, -0.236], [-0.135, 0.982, 0.701], [-0.078, 0.180, -0.127], [1.020, 0.530, -1.402], [-0.074, 1.485, 0.443], [-0.615, -4.470, 2.113], [-0.660, 2.983, 0.871], [3.656, -7.207, -4.461], [2.150, -2.837, -1.122], [-0.254, 0.080, -0.166], [0.361, -0.340, -0.108], [-0.439, -0.446, -0.030], [-0.967, -0.709, -1.592], [0.487, 0.692, -1.572], [1.953, -0.809, 1.048], [-0.323, 0.953, -1.033], [-1.198, 5.354, -2.496], [0.659, 1.223, -1.212], [4.650, -10.525, 0.341], [0.148, 0.515, 2.131], [0.477, 1.458, 0.316], [-1.515, -0.683, 0.375], [0.274, -0.829, -0.043], [0.371, 0.102, -0.465], [3.150, 0.155, 2.334], [-1.441, -0.576, 1.410], [-0.011, -0.888, 1.109], [-0.239, 0.423, 2.142], [1.907, -1.010, -3.222], [0.456, 0.803, -0.669], [0.023, -1.117, -1.802], [-4.039, 0.257, 2.824], [-3.040, -0.332, 2.209], [-0.440, 0.045, 0.460], [0.069, 0.318, -0.005], [-0.655, 0.010, 0.282], [-1.411, -1.797, 0.909], [-0.903, 0.325, 0.370], [-3.478, 0.648, 0.568], [0.864, -0.540, 0.403], [-0.407, -1.378, 1.401], [-0.428, 0.173, 0.128], [-0.101, 1.961, 0.841], [0.282, 0.794, -0.975], [1.482, -0.467, 0.552], [-0.404, 1.641, 1.052], [0.440, -0.003, 1.464], [-0.667, -1.098, 0.846], [-0.487, 0.600, -0.041], [-0.620, 0.580, 0.031], [-0.020, 0.562, -0.251]]
}